No. 1
A molecular structure, C40H60BBrCl2F10Mg2N5NaO14S3 at a distorted geometry. Source: the OMol25 dataset; level of theory: wB97M-V/def2-TZVPD.

For the HOMO energy, the calculation gives -6.823 eV. The gap between HOMO and LUMO comes out at 0.70 eV.

```
! wB97M-V def2-TZVPD RIJCOSX def2/J DEFGRID3
* xyz 0 1
C 5.08 2.90 -1.82
C 5.36 1.74 -1.64
C 5.69 0.44 -1.07
C 4.76 -0.59 -1.14
N 3.53 -0.34 -1.79
C 3.46 -0.85 -3.17
C 2.87 0.21 -4.15
C 5.07 -1.91 -0.59
C 4.14 -3.12 -0.65
C 2.68 -2.86 -0.20
C 2.54 -2.18 1.19
C 1.46 -1.07 1.18
C 0.10 -1.65 0.73
C -1.07 -0.70 1.14
C -2.18 -0.69 0.06
C -3.63 -0.48 0.61
C -4.36 0.75 -0.01
C -5.81 0.41 -0.41
C -6.74 1.64 -0.55
C -7.81 1.44 -1.63
C -8.60 0.11 -1.50
C 6.31 -2.07 0.00
C 7.28 -1.02 0.07
N 8.48 -1.28 0.66
C 9.33 -0.27 0.66
C 10.68 -0.54 1.28
Cl 10.95 0.02 2.94
C 11.68 -1.18 0.67
C 13.05 -1.47 1.26
Cl 11.41 -1.71 -0.99
C 8.99 1.02 0.10
C 10.03 2.15 0.19
C 9.65 3.04 1.42
C 9.97 4.55 1.27
S 9.30 5.34 -0.20
O 8.79 6.64 0.15
O 8.26 4.59 -0.83
O 10.54 5.60 -1.20
N 7.85 1.32 -0.48
C 6.99 0.26 -0.46
H 5.01 3.92 -2.15
H 2.73 -0.61 -1.24
H 2.97 -1.83 -3.27
H 4.51 -0.99 -3.50
H 3.38 0.16 -5.13
H 1.80 0.04 -4.34
H 3.04 1.23 -3.78
H 4.10 -3.51 -1.68
H 4.55 -3.93 -0.03
H 2.07 -2.37 -0.98
H 2.22 -3.86 -0.08
H 3.50 -1.83 1.61
H 2.18 -2.93 1.92
H 1.34 -0.71 2.22
H 1.74 -0.18 0.58
H 0.02 -1.75 -0.36
H -0.13 -2.61 1.20
H -0.65 0.32 1.19
H -1.49 -0.94 2.13
H -2.03 0.07 -0.72
H -2.19 -1.69 -0.42
H -3.64 -0.33 1.72
H -4.25 -1.37 0.38
H -3.83 1.20 -0.86
H -4.44 1.51 0.79
H -6.26 -0.23 0.38
H -5.83 -0.10 -1.41
H -7.22 1.95 0.39
H -6.11 2.50 -0.87
H -7.41 1.51 -2.67
H -8.56 2.25 -1.56
H -7.96 -0.73 -1.17
H -9.51 0.22 -0.90
H -8.96 -0.16 -2.52
H 6.58 -3.05 0.40
H 13.79 -1.59 0.45
H 13.07 -2.40 1.85
H 13.43 -0.67 1.91
H 11.06 1.77 0.22
H 9.92 2.70 -0.76
H 8.56 2.96 1.55
H 10.13 2.63 2.32
H 9.50 5.06 2.12
H 11.06 4.73 1.37
H 11.05 4.78 -1.32
Mg 13.66 0.93 0.07
O -5.21 -0.08 3.02
H -5.10 0.04 3.97
C 1.56 -6.20 -2.77
F 2.27 -5.12 -3.12
F 1.62 -7.07 -3.78
F 2.18 -6.77 -1.73
S -0.17 -5.74 -2.36
O -0.69 -5.18 -3.58
O -0.05 -4.82 -1.26
N -0.70 -7.19 -1.99
S -2.23 -7.19 -1.56
O -3.18 -6.90 -2.60
O -2.52 -6.58 -0.29
C -2.41 -8.98 -1.25
F -1.57 -9.41 -0.30
F -2.14 -9.71 -2.35
F -3.65 -9.29 -0.86
C -7.83 2.51 4.88
C -7.38 3.74 5.61
O -6.17 3.30 6.24
C -5.69 2.25 5.52
O -4.63 1.76 5.68
O -6.61 1.84 4.61
H -8.36 2.72 3.93
H -8.45 1.86 5.49
H -7.15 4.57 4.94
H -8.10 4.08 6.35
Na -7.12 -2.31 -0.75
C 6.49 5.03 2.37
N 5.57 4.29 3.27
O 5.22 3.18 2.92
O 5.23 4.85 4.29
H 6.71 4.41 1.51
H 6.00 5.95 2.08
H 7.40 5.24 2.94
B -9.56 -2.09 -5.20
F -8.78 -2.35 -4.01
F -8.68 -1.36 -6.14
F -9.97 -3.25 -5.77
F -10.63 -1.28 -4.88
Mg -7.32 -0.71 -5.02
Br -9.84 2.24 2.68
C -14.60 2.41 0.75
C -13.76 3.70 0.76
C -12.85 3.72 -0.52
O -12.96 3.70 1.81
H -13.98 1.52 0.75
H -15.26 2.37 1.62
H -15.23 2.37 -0.14
H -14.47 4.54 0.64
H -12.18 2.86 -0.54
H -12.25 4.63 -0.56
H -13.48 3.68 -1.41
*
```

=====

No. 2
A molecular structure, C40H60BrClN4O3SeSiY at a distorted geometry. Source: the OMol25 dataset; level of theory: wB97M-V/def2-TZVPD.

For the HOMO energy, the calculation gives -9.152 eV. Its energy relative to the best compared isomer or geometry (same formula, charge and spin) is 0.000 eV. The gap between HOMO and LUMO comes out at 6.18 eV.

```
! wB97M-V def2-TZVPD RIJCOSX def2/J DEFGRID3
* xyz 1 1
Y -0.33 -0.96 1.38
C 1.39 -2.93 3.68
C 0.31 -2.23 4.48
N 0.06 -0.89 3.93
C 1.01 0.15 4.32
C 2.03 0.50 3.26
C 3.01 1.44 3.53
C 3.95 1.72 2.55
C 3.90 1.03 1.35
C 2.88 0.10 1.16
C 2.83 -0.69 -0.13
N 1.67 -1.60 -0.21
C 2.06 -3.02 -0.01
C 2.23 -3.31 1.46
N 1.03 -2.99 2.26
N 1.95 -0.14 2.09
H 1.60 -3.91 4.10
H 2.31 -2.34 3.76
H 0.59 -2.19 5.54
H -0.62 -2.80 4.41
H -0.85 -0.60 4.26
H 1.54 -0.13 5.24
H 0.44 1.06 4.56
H 3.04 1.94 4.49
H 4.72 2.46 2.72
H 4.63 1.21 0.57
H 3.76 -1.26 -0.22
H 2.81 0.01 -0.96
H 1.26 -1.53 -1.13
H 2.99 -3.24 -0.53
H 1.28 -3.64 -0.43
H 3.04 -2.70 1.86
H 2.53 -4.36 1.60
H 0.33 -3.73 2.10
Cl -5.31 1.97 6.37
C -4.13 1.58 5.15
C -3.24 2.57 4.71
C -2.31 2.30 3.74
C -2.21 1.01 3.15
O -1.35 0.79 2.21
C -3.09 0.01 3.65
C -3.04 -1.36 3.20
O -2.18 -1.87 2.48
C -4.06 0.32 4.63
H -3.31 3.56 5.13
H -1.65 3.07 3.38
H -3.84 -2.01 3.58
H -4.74 -0.45 4.97
O -2.95 -0.83 -1.35
C -2.16 -1.00 -0.56
C 1.17 -7.83 -3.96
C 0.57 -6.78 -3.06
C 0.02 -5.62 -3.58
C -0.54 -4.64 -2.76
C -1.13 -3.41 -3.38
C -0.55 -4.84 -1.37
Se -1.31 -3.49 -0.24
C 0.00 -6.01 -0.82
C 0.03 -6.27 0.66
C 0.55 -6.95 -1.68
H 1.10 -7.54 -5.00
H 0.65 -8.79 -3.84
H 2.22 -8.00 -3.72
H 0.01 -5.47 -4.65
H -1.07 -3.46 -4.47
H -0.60 -2.51 -3.05
H -2.17 -3.27 -3.09
H -0.85 -5.85 1.15
H 0.92 -5.83 1.12
H 0.05 -7.34 0.86
H 0.97 -7.86 -1.25
C 2.20 3.31 -3.20
C 1.43 4.06 -2.11
C 2.33 4.05 -0.86
C 1.25 5.52 -2.55
Si -0.30 3.27 -1.83
Br 0.31 1.33 -0.68
C -1.15 2.65 -3.42
C -2.61 2.26 -3.17
C -0.47 1.40 -4.01
C -1.12 3.76 -4.48
C -1.42 4.22 -0.61
C -2.49 3.32 0.03
C -2.12 5.38 -1.34
C -0.60 4.81 0.55
H 3.19 3.76 -3.31
H 1.72 3.37 -4.17
H 2.35 2.26 -2.95
H 3.30 4.46 -1.13
H 2.49 3.04 -0.47
H 1.94 4.66 -0.04
H 2.24 5.94 -2.79
H 0.83 6.15 -1.76
H 0.63 5.62 -3.44
H -2.71 1.50 -2.40
H -3.02 1.84 -4.09
H -3.23 3.12 -2.91
H -0.55 0.54 -3.34
H 0.59 1.55 -4.24
H -0.97 1.13 -4.94
H -1.58 4.69 -4.12
H -1.70 3.43 -5.35
H -0.12 3.99 -4.83
H -3.19 2.90 -0.70
H -3.07 3.92 0.73
H -2.04 2.49 0.58
H -2.81 5.03 -2.11
H -1.42 6.07 -1.81
H -2.71 5.95 -0.61
H -0.03 4.04 1.08
H -1.29 5.26 1.27
H 0.09 5.59 0.22
*
```

=====

No. 3
A molecular structure, C40H60F4N8O5P2SiTi at a distorted geometry. Source: the OMol25 dataset; level of theory: wB97M-V/def2-TZVPD.

For the HOMO energy (alpha / beta), the calculation gives -9.493 / -9.434 eV. Its expectation value of S² is 0.753. The gap between HOMO and LUMO (alpha / beta) comes out at 7.80 / 7.74 eV.

```
! wB97M-V def2-TZVPD RIJCOSX def2/J DEFGRID3
* xyz 1 2
Ti -0.72 0.19 0.13
C -4.57 2.18 0.69
C -3.59 3.09 1.42
N -2.47 3.50 0.55
C -2.85 4.71 -0.18
C -1.82 5.25 -1.16
C -1.22 3.71 1.28
C -0.86 2.65 2.32
N -1.17 1.28 1.95
C -1.45 0.44 3.00
C -2.05 -0.80 2.75
F -2.26 -1.12 1.44
C -2.45 -1.70 3.70
F -3.05 -2.83 3.30
C -2.24 -1.46 5.04
C -1.58 -0.28 5.34
F -1.27 0.00 6.61
C -1.17 0.62 4.37
F -0.41 1.66 4.79
H -5.44 1.98 1.32
H -4.09 1.23 0.45
H -4.94 2.64 -0.23
H -3.21 2.55 2.28
H -4.10 3.98 1.80
H -3.09 5.51 0.54
H -3.78 4.49 -0.71
H -1.54 4.50 -1.90
H -0.93 5.62 -0.66
H -2.26 6.09 -1.70
H -1.23 4.67 1.83
H -0.41 3.80 0.56
H -1.37 2.91 3.24
H 0.21 2.78 2.53
H -2.56 -2.14 5.81
C -4.88 -0.34 -1.72
O -4.07 0.78 -2.17
C -2.91 0.94 -1.60
O -2.48 0.23 -0.68
N -2.19 1.95 -2.07
N -0.89 2.01 -1.56
H -5.60 -0.50 -2.51
H -5.38 -0.06 -0.80
H -4.27 -1.22 -1.57
H -2.41 2.34 -2.97
H -0.74 2.92 -1.14
H -0.24 1.86 -2.32
C 4.22 1.96 2.71
N 3.07 2.18 1.83
C 2.86 3.60 1.50
P 2.56 1.12 0.70
O 1.14 1.33 0.30
O 2.75 -0.29 1.46
P 1.65 -1.38 1.94
O 0.36 -1.13 1.21
N 1.59 -1.22 3.54
C 1.22 -2.41 4.32
C 2.08 -0.10 4.34
N 2.19 -2.85 1.58
C 1.43 -3.85 0.83
C 3.47 -3.30 2.13
N 3.51 1.21 -0.61
C 4.96 1.03 -0.50
C 3.00 1.19 -1.99
H 5.10 2.49 2.34
H 4.45 0.90 2.79
H 3.99 2.33 3.71
H 3.75 4.03 1.03
H 2.65 4.16 2.41
H 2.01 3.72 0.83
H 0.72 -3.15 3.70
H 0.52 -2.12 5.11
H 2.10 -2.87 4.79
H 3.09 -0.29 4.72
H 1.41 0.05 5.18
H 2.07 0.82 3.75
H 0.45 -3.46 0.56
H 1.29 -4.74 1.45
H 1.95 -4.13 -0.08
H 3.96 -2.50 2.69
H 4.14 -3.60 1.32
H 3.33 -4.15 2.80
H 5.34 1.44 0.44
H 5.44 1.56 -1.31
H 5.25 -0.02 -0.56
H 1.92 1.11 -1.98
H 3.40 0.34 -2.54
H 3.30 2.11 -2.49
C -2.25 -5.55 -1.58
C -1.10 -5.41 -2.35
C -0.47 -4.18 -2.46
C -0.96 -3.05 -1.80
C -2.12 -3.21 -1.03
C -2.76 -4.44 -0.92
Si -0.13 -1.34 -1.93
C -0.89 -0.58 -3.52
C -2.15 -0.94 -4.01
C -2.73 -0.28 -5.09
C -2.06 0.77 -5.71
C -0.79 1.12 -5.27
C -0.22 0.45 -4.20
C 1.63 -1.79 -2.56
C 2.70 -1.99 -1.68
C 3.95 -2.40 -2.11
C 4.19 -2.59 -3.47
C 3.16 -2.38 -4.37
C 1.90 -1.99 -3.92
H -2.74 -6.51 -1.50
H -0.69 -6.28 -2.87
H 0.44 -4.11 -3.06
H -2.52 -2.37 -0.49
H -3.65 -4.54 -0.31
H -2.68 -1.77 -3.54
H -3.71 -0.59 -5.45
H -2.51 1.28 -6.55
H -0.24 1.91 -5.78
H 0.80 0.71 -3.91
H 2.54 -1.84 -0.62
H 4.75 -2.56 -1.40
H 5.17 -2.89 -3.82
H 3.33 -2.53 -5.43
H 1.10 -1.86 -4.65
*
```

=====

No. 4
A molecular structure, C40H60N3O4PS2Ti at a distorted geometry. Source: the OMol25 dataset; level of theory: wB97M-V/def2-TZVPD.

For the HOMO energy (alpha / beta), the calculation gives -10.234 / -10.235 eV. Its expectation value of S² is 0.754. The gap between HOMO and LUMO (alpha / beta) comes out at 7.41 / 7.70 eV.

```
! wB97M-V def2-TZVPD RIJCOSX def2/J DEFGRID3
* xyz 1 2
Ti 11.17 10.83 13.65
C 15.14 14.12 17.45
C 13.82 14.66 16.95
C 13.89 15.09 15.48
C 12.59 13.83 17.19
C 12.67 12.76 18.05
C 11.63 11.89 18.31
C 11.71 10.93 19.48
C 13.07 10.48 19.95
C 11.11 11.47 20.81
C 10.38 12.07 17.57
C 10.17 13.27 16.89
C 11.33 14.14 16.72
C 8.91 13.86 16.32
C 8.47 15.27 16.88
C 7.63 13.09 16.27
C 9.27 11.01 17.74
C 8.33 11.28 18.77
C 7.29 10.36 19.06
C 7.17 9.17 18.40
C 7.98 8.99 17.26
C 9.01 9.89 16.91
P 9.75 9.28 15.33
C 8.11 8.81 14.34
C 8.58 8.91 12.86
C 7.44 7.40 14.31
C 7.01 9.92 14.50
C 10.71 7.73 15.69
C 9.95 6.71 16.59
C 11.32 7.11 14.39
C 11.85 8.26 16.58
H 15.97 14.94 17.48
H 15.63 13.36 16.86
H 15.16 13.92 18.56
H 13.66 15.54 17.53
H 13.76 14.25 14.74
H 14.94 15.49 15.39
H 13.22 15.92 15.23
H 13.57 12.63 18.57
H 11.09 10.01 19.29
H 13.65 11.29 20.44
H 13.68 10.12 19.13
H 12.95 9.66 20.69
H 9.99 11.78 20.71
H 11.70 12.35 21.14
H 11.19 10.63 21.53
H 11.06 15.06 16.20
H 9.25 14.13 15.29
H 7.83 15.83 16.11
H 9.40 15.85 17.01
H 7.92 15.29 17.84
H 7.69 12.01 16.02
H 7.06 13.58 15.49
H 6.90 13.29 17.15
H 8.22 12.23 19.27
H 6.69 10.70 19.91
H 6.44 8.37 18.58
H 7.63 8.31 16.47
H 9.40 8.20 12.58
H 9.14 9.87 12.51
H 7.69 8.77 12.19
H 6.59 7.64 13.58
H 7.13 7.27 15.32
H 8.22 6.75 13.87
H 7.45 10.79 14.00
H 6.61 10.10 15.51
H 6.21 9.64 13.81
H 8.95 6.48 16.22
H 9.84 7.08 17.57
H 10.53 5.71 16.69
H 12.05 7.80 13.95
H 10.53 7.14 13.64
H 11.72 6.11 14.62
H 11.57 8.66 17.50
H 12.41 9.04 16.08
H 12.52 7.37 16.71
C 10.17 9.35 5.51
C 10.47 9.63 6.97
C 10.48 8.60 8.00
C 10.94 8.83 9.29
C 11.39 10.12 9.55
C 11.37 11.15 8.65
C 10.77 10.94 7.40
S 12.11 10.37 11.15
O 13.58 10.31 10.99
O 11.64 9.40 12.16
N 11.57 11.73 11.89
C 11.52 13.12 11.66
C 10.85 13.62 12.95
O 10.49 14.78 13.10
O 10.61 12.70 13.95
H 9.26 9.92 5.35
H 9.98 8.26 5.29
H 10.95 9.80 4.88
H 10.11 7.59 7.94
H 10.90 8.17 10.12
H 11.75 12.11 9.01
H 10.64 11.87 6.81
H 10.85 13.36 10.87
H 12.44 13.64 11.50
C 16.60 9.37 15.88
N 15.27 9.85 15.78
C 14.70 10.32 14.62
N 15.24 9.91 13.44
S 13.30 11.30 14.74
H 16.78 8.97 16.93
H 17.36 10.11 15.63
H 16.72 8.48 15.15
H 14.91 10.47 16.57
H 16.16 9.46 13.43
H 14.67 10.13 12.60
*
```